Record 1
This record from the OMol25 dataset describes the molecule C5H4N2. The level of theory is ωB97M-V/def2-TZVPD.

Atoms and positions in Å:
H -1.3246 2.8796 0.5324
N -1.0181 1.9270 0.2946
N -1.9835 1.1820 0.5438
C -1.7193 -0.2083 0.2617
C -0.6369 -0.5926 -0.3643
C 0.5113 -0.7627 -0.9712
C 1.7313 -0.8792 -0.2318
C 2.7583 -0.9287 0.4002
H -2.4957 -0.8858 0.6058
H 0.5532 -0.7643 -2.0601
H 3.6536 -0.9655 0.9793

As for the max |F|: 0.0159 hartree/bohr. Its HOMO energy is -9.35 eV. The calculation puts the LUMO energy at 0.0 eV. The calculation puts the electronic energy at -302.25229 a.u. Its structure (SMILES) is [H]/N=N/C=C=CC#C. The calculation puts the frontier orbital gap at 0.3450 hartree.

***

Record 2
This record from the OMol25 dataset describes the molecule C5H4N2. The level of theory is ωB97M-V/def2-TZVPD.

Atoms and positions in Å:
C 0.2585 0.5524 -1.3434
C -0.5456 1.3831 -0.6050
C -0.9155 0.4482 0.3601
C 0.0893 0.1873 1.4403
C 0.9338 -0.5767 0.7272
N 0.5750 -0.7345 -0.6966
N -1.3877 -0.7841 -0.0763
H 0.7619 0.6935 -2.3026
H 0.1448 0.5210 2.4722
H 1.8652 -1.0481 1.0428
H -1.7797 -0.6421 -1.0187

As for the max |F|: 0.0190 hartree/bohr. Its HOMO energy (alpha / beta) is -9.25 / -9.02 eV. The calculation puts the LUMO energy (alpha / beta) at -1.6 / -1.9 eV. The calculation puts the electronic energy at -302.12808 a.u. The calculation puts the frontier orbital gap (alpha / beta) at 0.2819 / 0.2610 hartree.

***

Record 3
This record from the OMol25 dataset describes the molecule C5H4N2O. The level of theory is ωB97M-V/def2-TZVPD.

Atoms and positions in Å:
C 0.6935 -0.9089 0.0050
C -1.0389 -0.5994 -0.0129
N -2.2314 -1.1458 0.0306
C -3.0477 -0.1684 -0.0379
O -2.4664 1.0925 0.1254
C -1.1296 0.8066 0.0752
N -0.0364 1.4912 -0.0596
C 1.0593 0.4994 0.0598
H 1.1391 -1.7068 -0.4577
H -4.1170 -0.3917 -0.1988
H 1.2275 0.6706 1.1415
H 1.9187 1.0358 -0.3918

As for the max |F|: 0.1664 hartree/bohr. Its HOMO energy (alpha / beta) is -8.29 / -8.78 eV. The calculation puts the LUMO energy (alpha / beta) at -0.5 / -0.8 eV. The calculation puts the electronic energy at -377.51253 a.u. Its structure (SMILES) is C1=c2ncoc2=NC1. The calculation puts the frontier orbital gap (alpha / beta) at 0.2869 / 0.2936 hartree.

***

Record 4
This record from the OMol25 dataset describes the molecule C5H4N2O. The level of theory is ωB97M-V/def2-TZVPD.

Atoms and positions in Å:
O 2.4998 -0.1643 -0.2783
C 1.2463 -0.0937 -0.0550
C 0.6741 1.1722 0.2419
N -0.5535 1.5946 0.0082
C -1.6504 0.7516 -0.0722
C -1.8134 -0.6023 -0.1848
N -0.8298 -1.4802 0.0191
C 0.3931 -1.1828 0.2876
H 1.3285 2.0537 0.4348
H -2.6951 1.2814 -0.1388
H -2.8995 -1.0310 -0.1105
H 0.8528 -2.0607 0.5449

As for the max |F|: 0.0857 hartree/bohr. Its HOMO energy is -9.70 eV. The calculation puts the LUMO energy at -1.1 eV. The calculation puts the electronic energy at -377.56226 a.u. Its structure (SMILES) is O=c1cnccnc1. The calculation puts the frontier orbital gap at 0.3155 hartree.

***

Record 5
This record from the OMol25 dataset describes the molecule C5H4N2O. The level of theory is ωB97M-V/def2-TZVPD.

Atoms and positions in Å:
C 2.0815 -0.1227 -0.0132
C 1.4307 1.0850 0.0215
C 0.0303 0.8116 -0.0160
N -1.1277 1.3597 0.0133
O -1.9539 0.1768 -0.0681
C -1.3347 -1.1115 0.0616
C 0.0524 -0.6623 -0.1055
N 1.1733 -1.3286 -0.0107
H 3.1985 -0.4979 0.0067
H 1.7548 2.1946 0.1404
H -1.8737 -2.0282 -0.5251
H -1.3289 -1.3010 1.2144

As for the max |F|: 0.0844 hartree/bohr. Its HOMO energy is -9.55 eV. The calculation puts the LUMO energy at -1.1 eV. The calculation puts the electronic energy at -377.51043 a.u. Its structure (SMILES) is C1=CC2=NOCC2=N1. The calculation puts the frontier orbital gap at 0.3119 hartree.

***

Record 6
This record from the OMol25 dataset describes the molecule C5H4N2O. The level of theory is ωB97M-V/def2-TZVPD.

Atoms and positions in Å:
C -1.3922 0.3533 1.3563
C -0.5284 0.2064 0.3320
C -0.8353 -0.4439 -0.8919
N 0.1459 -0.7564 -1.7399
C 1.5161 -0.2190 -1.4622
O 2.3129 -0.3096 -2.3514
N 1.8773 0.2643 -0.1855
C 0.9715 0.3730 0.7005
H -1.0158 0.6182 2.3306
H -2.4687 0.0913 1.4094
H -1.8162 -0.8468 -1.1925
H 1.2329 0.6690 1.6947

As for the max |F|: 0.0912 hartree/bohr. Its HOMO energy is -9.82 eV. The calculation puts the LUMO energy at -1.3 eV. The calculation puts the electronic energy at -377.61610 a.u. Its structure (SMILES) is C=C1C=NC(=O)N=C1. The calculation puts the frontier orbital gap at 0.3147 hartree.

***

Record 7
This record from the OMol25 dataset describes the molecule C5H4N2O. The level of theory is ωB97M-V/def2-TZVPD.

Atoms and positions in Å:
H 1.5594 2.3094 0.0317
N 0.5091 2.0406 0.0682
C 0.6854 0.8114 -0.1268
O 1.9242 0.1720 0.0026
N 1.4467 -1.2839 0.3259
C 0.1520 -1.3855 -0.1948
C -0.4572 -0.2043 -0.1126
C -1.9104 0.0702 -0.1936
C -3.1977 -0.0483 0.1174
H 2.0766 -1.8447 -0.1930
H -0.0856 -2.5180 -0.2188
H -4.2679 -0.0799 0.6627

As for the max |F|: 0.1511 hartree/bohr. Its HOMO energy is -8.76 eV. The calculation puts the LUMO energy at 0.1 eV. The calculation puts the electronic energy at -377.45193 a.u. Its structure (SMILES) is [H]/N=c1\o[nH]cc1C#C. The calculation puts the frontier orbital gap at 0.3265 hartree.

***

Record 8
This record from the OMol25 dataset describes the molecule C5H4N2O. The level of theory is ωB97M-V/def2-TZVPD.

Atoms and positions in Å:
O 2.2504 -0.0319 1.0546
C 1.3245 0.0996 0.1157
C 0.5270 -0.9428 -0.6237
C -0.8363 -1.1972 -0.1740
C -1.4395 -0.1954 0.6765
N -1.1647 1.1371 0.6210
N -0.4031 1.8240 -0.2074
C 0.7663 1.4355 -0.4274
H 1.1493 -1.7023 -0.9637
H -1.3998 -1.9111 -0.5777
H -2.1626 -0.5784 1.6377
H 1.3886 2.0630 -1.1317

As for the max |F|: 0.1487 hartree/bohr. Its HOMO energy is -9.71 eV. The calculation puts the LUMO energy at -0.9 eV. The calculation puts the electronic energy at -377.50136 a.u. Its structure (SMILES) is O=c1cccnnc1. The calculation puts the frontier orbital gap at 0.3244 hartree.

***

Record 9
This record from the OMol25 dataset describes a cluster of 2 separate species, C5H4NO3 in total. The level of theory is ωB97M-V/def2-TZVPD.

Atoms and positions in Å:
C -0.3803 -0.0919 0.6430
C 0.7159 0.7228 1.1443
C -0.5064 -1.4476 0.6739
C 1.1868 0.2623 -1.8472
C 0.9162 1.9765 1.0397
N -1.8586 -1.7999 0.2746
O 0.2692 0.7582 -2.2560
O 1.2939 3.1117 0.9142
O 2.2223 -0.1329 -1.5169
H -1.1956 0.3756 0.0260
H 1.5650 0.1744 1.4194
H -2.1252 -1.1170 -0.4415
H -2.1033 -2.7921 -0.0734

As for the max |F|: 0.0935 hartree/bohr. Its HOMO energy is -2.41 eV. The calculation puts the LUMO energy at 3.5 eV. As for the net charge: -1. The calculation puts the electronic energy at -473.34047 a.u. The calculation puts the frontier orbital gap at 0.2161 hartree.

***

Record 10
This record from the OMol25 dataset describes the ion C5H4NO3 with charge -1. The level of theory is ωB97M-V/def2-TZVPD.

Atoms and positions in Å:
N 1.5541 -1.3716 0.7640
C 0.7035 -0.3643 0.2890
C 1.0165 0.8764 -0.2962
C 0.0023 1.6896 -0.8567
O -1.2719 1.3368 -0.8430
C -1.8004 0.1405 -0.4134
O -3.0411 0.0092 -0.4212
C -0.8618 -0.7892 0.1979
O -1.2531 -1.8831 0.7170
H 0.9176 -2.0706 0.8204
H 1.8568 -1.2513 1.7197
H 2.0312 1.0616 -0.3464
H 0.1463 2.6161 -1.3311

As for the max |F|: 0.1159 hartree/bohr. Its HOMO energy (alpha / beta) is -2.17 / -2.17 eV. The calculation puts the LUMO energy (alpha / beta) at 4.0 / 4.0 eV. As for the net charge: -1. The calculation puts the electronic energy at -473.40038 a.u. Its structure (SMILES) is Nc1ccoc(=O)c1[O-]. The calculation puts the frontier orbital gap (alpha / beta) at 0.2279 / 0.2279 hartree.